Entry 1:
19
Properties=species:S:1:pos:R:3:forces:R:3:mulliken_spin:R:1 method="wB97M-V/def2-TZVPD" s_squared=2.0058 spin_multiplicity=3 gap_ev="4.23 / 8.29" e_above_lowest_kj_mol=197.71
C -0.8251 -1.2525 -2.1151 -1.2 -0.9 0.4 0.323
C 2.3087 0.5620 -0.0114 -3.3 -1.7 -3.0 0.320
C -0.9543 -0.9551 2.0219 4.7 -1.6 2.0 0.114
C -0.9276 1.4472 0.2822 -0.9 -2.8 1.5 0.626
N -0.7364 -1.5273 -0.6684 -0.9 -0.9 -0.9 1.035
O 1.2629 -0.1227 0.7885 2.2 0.2 1.5 -0.210
P -0.2998 -0.3033 0.4663 1.7 3.2 -1.8 0.082
H -0.9786 -2.2678 -2.5816 -1.0 1.1 0.4 -0.028
H 0.1472 -1.0918 -2.5671 0.7 1.1 0.4 -0.072
H -1.5750 -0.3947 -2.4065 1.5 -1.7 0.5 -0.021
H 1.8649 0.3762 -1.0904 1.0 0.3 1.2 0.060
H 3.2695 0.1068 0.0156 0.4 -0.7 0.8 0.025
H 2.3487 1.6186 0.0331 -0.2 1.0 1.0 0.001
H -0.4965 -1.9952 2.2885 -0.9 1.5 -1.1 0.019
H -0.7095 -0.4548 3.0067 -0.2 0.4 -1.6 0.000
H -1.9530 -1.0513 1.9377 -3.5 -0.4 -0.3 -0.018
H -0.4629 2.2072 0.7793 2.5 1.6 1.7 -0.077
H -0.9783 1.7327 -0.6821 0.1 0.5 -3.3 -0.056
H -1.8863 1.6216 0.6554 -2.4 -0.3 0.7 -0.122



Entry 2:
58
Properties=species:S:1:pos:R:3:forces:R:3:lowdin_charge:R:1 method="wB97M-V/def2-TZVPD" charge=+3 gap_ev=7.04
Pb -3.3580 -1.6533 -1.3150 0.1 0.1 -0.1 1.559
C -5.4142 -0.1222 0.5984 0.0 0.0 0.0 -0.080
N -4.3904 -1.1601 0.8540 0.0 0.0 0.0 -0.417
C -3.5158 -0.7256 1.9600 0.0 0.0 0.0 -0.053
C -5.0652 -2.4435 1.1762 0.0 0.0 0.0 -0.183
C -4.1046 -3.6157 1.1705 0.0 0.0 0.0 -0.170
N -3.4536 -3.8015 -0.1517 -0.1 -0.1 0.0 -0.399
C -2.2110 -4.5874 0.0183 0.0 0.0 0.0 -0.064
C -4.3545 -4.5417 -1.0723 0.0 0.0 0.0 -0.091
H -6.0141 0.0564 1.4939 0.0 0.0 0.0 0.118
H -6.0800 -0.4401 -0.2046 0.0 0.0 0.0 0.096
H -4.9335 0.8127 0.3143 0.0 0.0 0.0 0.083
H -4.0907 -0.6368 2.8859 0.0 0.0 0.0 0.118
H -3.0898 0.2474 1.7239 0.0 0.0 0.0 0.080
H -2.7044 -1.4331 2.1152 0.0 0.0 0.0 0.092
H -5.8615 -2.5940 0.4432 0.0 0.0 0.0 0.124
H -5.5585 -2.3667 2.1500 0.0 0.0 0.0 0.152
H -4.6432 -4.5283 1.4426 0.0 0.0 0.0 0.150
H -3.3206 -3.4835 1.9146 0.0 0.0 0.0 0.123
H -2.4430 -5.5430 0.4945 0.0 0.0 0.0 0.117
H -1.5111 -4.0388 0.6450 0.0 0.0 0.0 0.095
H -1.7598 -4.7750 -0.9521 0.0 0.0 0.0 0.094
H -4.5568 -5.5418 -0.6830 0.0 0.0 0.0 0.118
H -3.8816 -4.6392 -2.0499 0.0 0.0 0.0 0.098
H -5.3062 -4.0221 -1.1902 0.0 0.0 0.0 0.086
C 7.8418 4.5914 2.1789 -0.1 0.1 -0.1 0.051
O 7.0207 5.0505 1.0571 -0.1 -0.1 0.0 0.043
C 6.1512 4.3087 0.4771 0.1 0.1 0.1 -0.202
C 5.9277 2.9246 0.8172 -0.1 0.0 0.0 0.055
C 5.0090 2.2183 0.1297 0.1 0.0 0.2 0.062
C 4.2581 2.8416 -0.9360 -0.1 0.0 -0.2 -0.231
C 4.5020 4.2304 -1.2618 0.1 0.1 0.1 0.061
C 5.4156 4.9434 -0.5755 -0.1 -0.1 -0.1 0.064
N 3.3888 2.2249 -1.6892 0.0 0.3 0.2 0.148
N 3.1968 0.9632 -1.6560 0.2 -0.5 -0.1 0.140
C 2.1407 0.2531 -1.5134 -0.2 0.1 0.0 -0.161
C 2.2898 -1.1581 -1.8678 0.0 -0.1 0.0 0.070
C 1.2643 -2.0220 -1.8644 0.1 0.1 0.0 0.055
C -0.0626 -1.5706 -1.5107 -0.1 0.1 0.0 -0.282
O -1.0439 -2.3194 -1.5578 0.1 -0.1 0.1 -0.113
C -0.2525 -0.1479 -1.1094 0.0 0.0 0.0 -0.139
N -1.5120 0.2020 -0.8249 0.0 0.0 0.1 0.030
C -1.7557 1.4728 -0.5202 0.0 0.0 0.0 -0.085
C -0.7570 2.4398 -0.4710 0.0 0.0 0.0 0.024
C 0.5440 2.0761 -0.7563 -0.1 -0.1 0.0 0.055
C 0.8160 0.7479 -1.0950 0.0 0.0 0.0 -0.041
H 8.3169 5.4959 2.5398 0.1 -0.1 0.0 0.116
H 8.5762 3.8843 1.8002 0.0 0.0 0.1 0.119
H 7.1970 4.1666 2.9443 0.1 0.0 0.0 0.109
H 6.5236 2.4605 1.5888 0.0 0.0 0.0 0.130
H 4.8549 1.1677 0.3406 0.0 0.0 0.0 0.132
H 3.9346 4.6594 -2.0772 0.0 0.0 0.0 0.141
H 5.6368 5.9784 -0.7938 0.0 0.0 0.0 0.149
H 3.2848 -1.4674 -2.1615 0.0 0.0 0.0 0.143
H 1.3804 -3.0573 -2.1538 0.0 0.0 0.0 0.143
H -2.7846 1.7423 -0.3175 0.0 0.0 0.0 0.117
H -1.0105 3.4594 -0.2184 0.0 0.0 0.0 0.135
H 1.3292 2.8163 -0.7234 0.0 0.0 0.0 0.116



Entry 3:
15
Properties=species:S:1:pos:R:3:forces:R:3:lowdin_charge:R:1 method="wB97M-V/def2-TZVPD" gap_ev=10.36 e_above_lowest_kj_mol=250.40
C -0.5080 -0.7347 2.2771 4.6 5.3 0.8 0.016
C 0.8563 -0.6201 1.3436 -2.8 0.9 0.3 -0.515
O 1.6647 0.2709 1.4345 -0.6 -1.7 0.0 0.091
O 0.6779 -1.4703 0.2981 -3.6 -1.3 5.2 0.098
H -1.1313 -1.5750 2.2337 -0.5 -1.1 -0.2 0.029
H -1.0066 0.3041 1.9627 0.7 -2.5 0.7 0.112
H 0.0471 -0.4680 3.3081 -2.0 -1.0 -1.9 0.115
H 1.2046 -1.3392 -0.3866 4.4 0.9 -4.5 0.007
C -0.8309 0.9629 -1.6788 1.9 0.8 1.0 -0.159
N 0.6831 0.8726 -1.7198 -0.9 -2.0 -0.3 -0.059
H -1.0358 1.9791 -2.0217 -0.4 0.2 1.0 0.067
H -1.0894 0.6345 -0.6428 -0.3 1.0 -0.8 0.069
H -1.4130 0.3945 -2.3486 -0.3 -1.4 -1.0 0.037
H 0.9830 0.8876 -2.7049 -0.1 -0.1 0.6 0.060
H 0.8984 -0.0988 -1.3545 -0.1 2.0 -1.1 0.032



Entry 4:
97
Properties=species:S:1:pos:R:3:forces:R:3:lowdin_charge:R:1 method="wB97M-V/def2-TZVPD" charge=-1 gap_ev=4.07
C -2.8196 6.8333 -4.2074 0.5 0.5 0.8 -0.140
C -1.7273 6.8839 -3.0771 -0.3 0.3 0.4 -0.257
C -1.4547 5.5082 -2.3546 -0.5 0.5 -0.8 -0.223
C -1.5456 4.2482 -3.2755 0.2 -1.1 0.8 -0.214
C -1.5615 2.9148 -2.3937 0.9 0.4 -1.2 -0.202
C -0.2021 2.7960 -1.5998 0.0 -1.0 0.1 -0.201
C -0.3406 2.4931 -0.0541 0.8 0.9 -0.3 -0.190
C -1.4814 3.2772 0.6957 0.4 -0.6 1.5 -0.213
C -0.9493 4.1882 1.8829 -0.2 0.7 -1.3 -0.184
C -0.0538 5.3411 1.2807 -1.3 -0.2 0.3 -0.245
N -0.0255 6.5343 2.1889 -0.1 0.1 -1.7 -0.068
C 0.6439 7.6117 1.4033 1.1 -0.8 0.0 -0.606
Cl -0.5594 8.8839 0.8340 0.3 -0.4 0.2 0.511
C 1.8922 8.2538 2.1450 1.6 1.4 0.0 -0.760
O 1.9316 8.1550 3.3777 -0.7 -0.3 0.0 -0.067
O 2.7876 8.8075 1.4216 -1.7 -1.0 0.0 -0.127
H -2.4274 6.3344 -5.1244 -0.6 0.3 0.7 0.066
H -3.7190 6.3177 -3.7814 0.7 0.3 -0.7 0.074
H -3.1104 7.8952 -4.4283 0.2 -1.0 -0.1 0.068
H -2.1249 7.5800 -2.2868 0.5 -0.6 -0.7 0.099
H -0.7748 7.3676 -3.4260 -0.8 -0.6 0.1 0.108
H -2.2541 5.3940 -1.5741 0.8 0.1 -0.5 0.106
H -0.4615 5.6085 -1.8467 -0.9 -0.4 -0.4 0.098
H -2.4624 4.2076 -3.9111 0.6 0.4 0.5 0.094
H -0.6635 4.1281 -3.9639 -0.7 0.4 0.6 0.117
H -1.6036 2.0709 -3.1376 -0.1 0.6 0.8 0.101
H -2.4792 2.8258 -1.7684 0.7 0.3 -0.3 0.100
H 0.3424 1.9148 -2.0419 -0.4 0.8 0.4 0.082
H 0.4814 3.6683 -1.7800 -0.9 -0.5 0.2 0.103
H 0.6275 2.8287 0.4153 -0.8 -0.5 -0.4 0.099
H -0.3710 1.3856 0.0842 -0.4 0.8 0.0 0.097
H -2.0903 3.9465 0.0472 0.5 -0.7 0.3 0.079
H -2.1429 2.5127 1.1931 0.2 0.8 -0.7 0.102
H -1.8643 4.7080 2.2831 0.9 -0.6 0.0 0.107
H -0.4387 3.6100 2.6860 -0.4 0.4 -0.5 0.108
H -0.5976 5.6865 0.3544 0.7 -0.6 0.4 0.093
H 0.9704 4.9842 1.0183 -0.7 0.4 0.3 0.123
H -1.0140 6.8119 2.2159 0.5 -0.1 0.5 0.067
H 1.0465 7.1444 0.4663 -0.4 0.7 0.6 0.086
O 0.8444 -0.9071 -2.2444 0.5 0.7 4.2 -0.263
P 2.1485 -1.6891 -2.0425 -0.7 -1.6 -7.9 0.805
N 2.9490 -0.7536 -3.2374 -0.1 1.2 -1.2 -0.350
C 3.6784 -1.1609 -4.4122 0.4 -0.5 0.3 -0.146
C 3.4432 0.5276 -2.7557 -0.2 -0.1 0.5 -0.136
N 1.4607 -3.1885 -2.6018 -0.4 -1.4 -0.1 -0.339
C 1.2136 -3.4311 -4.0157 0.3 0.3 -0.3 -0.137
C 0.2592 -3.5660 -1.8520 0.1 0.2 0.3 -0.151
N 3.6972 -2.5435 -1.7422 0.8 1.1 4.1 -0.314
C 4.1631 -3.7006 -2.4781 -0.7 -0.5 -0.5 -0.147
C 3.8652 -2.8080 -0.3014 0.0 0.1 0.0 -0.150
H 4.7215 -1.4323 -4.1827 0.1 0.0 -0.1 0.078
H 3.7095 -0.3451 -5.1404 -0.1 0.2 0.2 0.083
H 3.2103 -1.9860 -4.9421 0.0 -0.1 0.2 0.051
H 4.4164 0.4162 -2.2552 0.1 0.1 0.0 0.078
H 2.7437 0.9689 -2.0400 0.0 -0.1 0.0 0.062
H 3.5472 1.2494 -3.5697 0.0 -0.2 -0.1 0.083
H 0.7129 -2.5894 -4.5078 0.0 0.0 -0.1 0.090
H 0.6013 -4.3252 -4.1609 -0.1 0.1 0.3 0.081
H 2.1426 -3.6570 -4.5418 0.0 0.2 0.0 0.053
H -0.6277 -3.0269 -2.2025 0.0 0.1 0.1 0.079
H 0.3850 -3.3498 -0.7875 0.0 0.0 0.0 0.058
H 0.0691 -4.6392 -1.9416 0.2 0.0 -0.1 0.080
H 3.5831 -4.6073 -2.2647 0.0 0.0 0.0 0.085
H 5.2049 -3.9045 -2.2062 -0.1 0.4 0.3 0.092
H 4.1720 -3.5412 -3.5542 -0.2 0.1 0.0 0.054
H 3.1944 -3.6081 0.0391 0.1 -0.1 0.1 0.078
H 3.6345 -1.9079 0.2770 0.0 0.0 0.0 0.074
H 4.8938 -3.0875 -0.0653 0.0 0.0 -0.1 0.076
O 0.6811 -4.6807 3.0058 1.6 -0.9 3.8 -0.275
P -0.6210 -4.8014 3.7992 -3.7 1.5 -6.7 0.781
N -1.1896 -6.1449 2.9041 0.3 -0.8 -1.1 -0.344
C -2.4483 -6.3539 2.2313 -0.5 0.2 0.5 -0.140
C -0.6173 -7.4173 3.3126 0.3 0.3 0.4 -0.146
N -1.2133 -3.2508 3.2790 -0.6 1.2 -0.1 -0.340
C -1.7909 -3.0667 1.9554 -0.3 -0.4 -0.2 -0.127
C -0.2496 -2.1686 3.5152 0.2 -0.2 0.3 -0.142
N -2.0159 -4.9172 4.9156 2.1 -1.1 3.5 -0.317
C -3.3070 -4.2970 4.6967 -0.1 0.7 -0.7 -0.142
C -1.5902 -4.6365 6.2976 0.1 -0.1 0.0 -0.156
H -3.2350 -6.7048 2.9180 -0.1 0.0 -0.1 0.079
H -2.3392 -7.1121 1.4502 0.2 -0.1 0.1 0.083
H -2.8066 -5.4705 1.7104 0.0 0.1 0.2 0.052
H -1.1469 -7.8310 4.1836 0.0 -0.2 0.0 0.077
H 0.4361 -7.2995 3.5821 0.0 0.1 0.0 0.070
H -0.6483 -8.1498 2.5020 -0.1 0.1 0.0 0.079
H -1.1804 -3.5170 1.1642 0.0 0.0 -0.1 0.076
H -1.9247 -2.0077 1.7207 0.3 0.0 0.2 0.087
H -2.8023 -3.4746 1.9095 0.1 -0.2 0.0 0.055
H 0.5235 -2.1319 2.7408 0.1 0.0 0.1 0.075
H 0.2479 -2.2961 4.4806 0.0 0.0 -0.1 0.072
H -0.7593 -1.2023 3.5417 -0.1 -0.1 0.0 0.083
H -3.2797 -3.2047 4.7902 0.0 0.0 -0.1 0.087
H -4.0183 -4.6737 5.4405 0.3 -0.2 0.1 0.091
H -3.7386 -4.5507 3.7303 0.2 0.1 -0.1 0.059
H -1.3823 -3.5679 6.4421 -0.1 0.0 0.2 0.078
H -0.6759 -5.1911 6.5313 0.0 0.0 0.0 0.073
H -2.3486 -4.9476 7.0188 -0.1 0.0 -0.1 0.076



Entry 5:
40
Properties=species:S:1:pos:R:3:forces:R:3:lowdin_charge:R:1 method="wB97M-V/def2-TZVPD" charge=+1 gap_ev=8.54 e_above_lowest_kj_mol=276.66
C 1.8742 -2.5778 0.6919 0.6 -0.5 -0.4 -0.154
C 1.7069 -1.4502 -0.4367 -1.3 -1.0 0.8 -0.371
P 0.9242 0.1760 0.2050 2.1 0.7 -1.2 1.008
C 1.7318 0.5694 1.8609 0.1 -0.7 1.2 -0.297
N -0.8055 -0.2186 0.3692 0.5 0.4 -1.9 -0.156
C -1.5739 -0.1590 -0.8358 -3.2 -1.1 2.5 -0.340
N -1.1588 0.1500 -2.0833 0.3 -0.4 0.7 0.138
N -2.9450 -0.5296 -0.5772 4.5 -0.3 5.0 0.216
C -2.8745 -0.8012 0.8357 0.3 -0.3 0.1 -0.068
C -4.0667 -1.3127 1.7900 -0.2 2.3 -0.6 -0.070
O -4.6973 -2.5121 1.3115 2.5 -0.7 0.7 0.036
C -3.9059 -3.6544 1.4895 -0.6 -1.7 0.5 -0.498
F -4.6975 -4.5835 2.1974 1.9 1.8 -2.0 0.115
F -2.7521 -3.4731 2.2524 -2.0 0.0 -1.5 0.107
F -3.4983 -4.1911 0.2610 -1.0 1.1 2.7 0.120
N -1.5789 -0.6057 1.4184 -4.1 0.1 -4.2 -0.121
O -1.1426 -0.7480 2.6738 0.6 0.2 0.5 0.095
H 1.0516 -3.3631 0.6116 1.0 1.2 0.2 0.081
H 2.8567 -3.1197 0.5008 -1.3 0.6 0.4 0.081
H 1.8957 -2.1819 1.7574 0.0 -0.4 -1.4 0.053
H 0.9329 -1.8575 -1.1830 1.2 0.8 0.8 0.078
H 2.6511 -1.2264 -1.0239 -1.1 0.0 0.9 0.085
H 2.8631 0.6022 1.6613 -1.7 -0.1 0.0 0.075
H 1.4550 1.5795 2.3004 0.1 -1.1 -0.9 0.055
H 1.5733 -0.2173 2.6733 0.3 1.0 -1.0 0.035
H -1.2887 -0.5838 -2.7937 -0.1 1.1 0.4 0.141
H -0.7886 1.0947 -2.2864 0.3 -0.9 -0.1 0.072
H -3.7642 -1.3346 2.8865 -0.1 -0.3 -1.6 0.148
H -4.8620 -0.4879 1.7128 1.0 -1.4 0.0 0.162
H -0.7616 0.1066 3.0058 -0.6 -0.5 -0.5 0.155
C 3.0827 4.3049 -2.8852 0.7 0.5 -0.6 -0.051
C 3.0673 3.6839 -1.5250 0.2 0.5 0.6 -0.322
O 1.7432 3.1967 -1.4114 0.1 -0.3 -0.7 0.108
C 1.3498 2.9138 -2.6813 -0.6 -0.2 -0.5 -0.512
O 0.3986 2.2382 -2.9571 0.5 0.6 0.1 0.130
O 2.1676 3.4829 -3.6018 -0.6 -0.5 0.6 0.098
F 3.2705 4.6119 -0.5621 0.0 -0.2 0.1 0.087
H 2.7192 5.3358 -2.8821 0.0 -0.1 0.2 0.155
H 4.0721 4.2835 -3.3425 -0.2 -0.1 -0.1 0.150
H 3.7745 2.8591 -1.3982 0.0 0.1 0.1 0.177